Molecular formula: C11H22N2O3
Method: DFT, ωB97M-V with the def2-TZVPD basis set

As for the LUMO energy: 0.5 eV. The highest occupied orbital energy is -9.11 eV. The calculation puts the energy relative to the best compared isomer or geometry (same formula, charge and spin) at 219.83 kJ/mol. The orbital gap is 9.658 eV. The molecular weight is 230.31 g mol⁻¹. Its total energy is -767.55640 a.u. The SMILES is CC[C@H](C)[C@H](NC(=O)[C@@H](N)C(C)C)C(=O)O.

Geometry (Å):
C: -3.596 -1.940 -0.257
C: -3.350 -0.685 0.679
C: -1.914 -0.169 0.776
C: -1.948 1.013 1.743
C: -1.343 0.332 -0.634
N: -0.444 -0.657 -1.239
C: 0.724 -1.145 -0.765
O: 1.223 -2.197 -1.224
C: 1.303 -0.465 0.491
N: 1.527 -1.446 1.518
C: 2.642 0.239 0.016
C: 2.891 1.400 0.950
C: 3.823 -0.679 -0.279
C: -0.828 1.749 -0.870
O: -1.557 2.696 -0.964
O: 0.530 1.878 -0.737
H: -4.538 -2.372 0.070
H: -2.699 -2.604 -0.047
H: -3.556 -1.748 -1.362
H: -4.044 0.153 0.386
H: -3.617 -1.033 1.716
H: -1.235 -1.031 1.154
H: -2.350 0.616 2.730
H: -0.992 1.468 1.923
H: -2.593 1.820 1.343
H: -2.168 0.466 -1.270
H: -0.761 -1.051 -2.116
H: 0.689 0.276 0.899
H: 1.694 -0.962 2.406
H: 2.404 -1.916 1.335
H: 2.365 0.642 -1.004
H: 3.146 1.130 1.980
H: 3.651 2.142 0.664
H: 1.892 1.838 1.086
H: 4.539 -0.092 -0.819
H: 4.269 -1.073 0.688
H: 3.562 -1.633 -0.815
H: 0.782 2.784 -0.599

***

Molecular formula: C11H22Si
Method: DFT, ωB97M-V with the def2-TZVPD basis set

As for the LUMO energy: 0.8 eV. The highest occupied orbital energy is -8.23 eV. The calculation puts the energy relative to the best compared isomer or geometry (same formula, charge and spin) at 52.70 kJ/mol. The orbital gap is 9.041 eV. The molecular weight is 182.38 g mol⁻¹. Its total energy is -721.73378 a.u. The SMILES is CC1=C([Si](C)(C)C)C(C)(C)CC1.

Geometry (Å):
C: -2.375 -1.895 0.178
C: -1.706 -0.519 0.462
C: -0.382 0.087 0.042
Si: 0.856 -0.636 -1.259
C: 2.273 -1.520 -0.517
C: 1.806 0.620 -2.344
C: -0.191 -1.841 -2.520
C: -0.077 1.311 0.928
C: 1.018 0.922 2.070
C: 0.359 2.611 0.260
C: -1.476 1.528 1.665
C: -2.203 0.184 1.633
H: -3.333 -1.992 0.606
H: -1.805 -2.730 0.652
H: -2.468 -2.045 -0.938
H: 3.183 -1.125 -0.938
H: 2.368 -1.227 0.535
H: 2.211 -2.645 -0.417
H: 2.401 1.072 -1.513
H: 2.424 0.212 -3.083
H: 1.104 1.341 -2.827
H: 0.445 -2.268 -3.235
H: -0.422 -2.742 -1.793
H: -1.119 -1.604 -3.049
H: 1.144 1.617 2.869
H: 2.111 0.586 1.893
H: 0.876 -0.107 2.532
H: -0.300 3.379 0.754
H: 0.159 2.607 -0.849
H: 1.431 2.626 0.342
H: -1.873 2.336 1.108
H: -1.247 1.967 2.636
H: -3.246 0.354 1.674
H: -1.947 -0.463 2.444

***

Molecular formula: C11H23AlBrNO2P2
Method: DFT, ωB97M-V with the def2-TZVPD basis set

Its charge is +2. As for the LUMO energy: -9.1 eV. The highest occupied orbital energy is -14.55 eV. The calculation puts the energy relative to the best compared isomer or geometry (same formula, charge and spin) at 352.38 kJ/mol. The orbital gap is 5.427 eV. The molecular weight is 370.14 g mol⁻¹. Its total energy is -4136.79978 a.u.

Geometry (Å):
Al: -0.176 0.687 0.967
P: 0.686 -1.259 2.064
C: 0.764 -2.127 0.453
C: -0.379 -1.760 -0.427
N: -0.800 -0.470 -0.422
C: -1.653 -0.027 -1.364
C: -2.210 -0.882 -2.290
C: -1.815 -2.212 -2.294
C: -0.903 -2.639 -1.348
C: -2.046 1.428 -1.298
P: -0.782 2.481 -0.508
H: -0.591 -3.674 -1.321
H: -2.912 -0.468 -2.997
H: -2.185 -2.864 -3.064
H: -2.193 1.815 -2.314
H: -2.992 1.602 -0.752
H: 1.752 -2.079 -0.372
H: 0.859 -3.209 0.618
H: 2.582 -0.291 -0.656
O: 2.500 -1.524 -0.932
H: 3.361 -2.013 -1.001
H: 1.703 1.069 0.426
O: 2.755 0.717 -0.132
H: 3.193 1.453 -0.647
C: 0.356 2.821 -1.870
H: -0.255 3.230 -2.691
H: 1.089 3.577 -1.534
H: 0.848 1.891 -2.205
C: -1.624 4.038 -0.093
H: -0.867 4.702 0.362
H: -2.004 4.489 -1.023
H: -2.461 3.825 0.595
C: -0.403 -1.960 3.355
H: -0.046 -2.963 3.625
H: -0.343 -1.324 4.256
H: -1.450 -2.017 3.021
C: 2.363 -1.355 2.720
H: 2.365 -0.891 3.717
H: 2.618 -2.418 2.811
H: 3.053 -0.844 2.036
Br: -1.757 1.447 2.531

***

Molecular formula: C11H23BCaCl8Cs2F5NO4
Method: DFT, ωB97M-V with the def2-TZVPD basis set

As for the LUMO energy: -2.5 eV. The highest occupied orbital energy is -6.31 eV. The orbital gap is 3.860 eV. The molecular weight is 928.62 g mol⁻¹. Its total energy is -5712.03797 a.u.

Geometry (Å):
C: 0.713 1.570 -0.567
C: -0.538 2.311 -0.560
O: -1.659 1.534 0.096
N: -2.478 1.003 -0.795
O: -2.673 -0.153 -0.584
H: 0.822 0.951 -1.459
H: 0.738 0.918 0.300
H: -0.700 2.550 -1.575
H: -0.349 3.197 0.006
O: 3.104 0.375 0.392
H: 3.761 1.061 0.414
H: 3.458 -0.289 1.003
Cs: -4.413 -0.907 -1.955
Ca: 2.847 2.615 -0.347
C: -0.836 -8.105 2.905
C: -1.843 -6.959 2.932
C: -2.771 -6.945 1.720
C: -2.067 -6.748 0.371
C: -1.227 -5.475 0.241
C: -2.026 -4.202 0.350
H: -0.175 -8.039 2.041
H: -0.212 -8.088 3.801
H: -1.349 -9.069 2.873
H: -1.312 -6.008 3.015
H: -2.452 -7.048 3.837
H: -3.521 -6.158 1.857
H: -3.330 -7.889 1.690
H: -2.831 -6.750 -0.416
H: -1.426 -7.610 0.168
H: -0.730 -5.456 -0.747
H: -0.426 -5.473 0.987
H: -2.788 -4.177 -0.440
H: -1.367 -3.343 0.222
H: -2.529 -4.094 1.322
C: 0.884 4.027 -3.325
O: 1.309 4.264 -2.070
H: 1.467 3.287 -3.936
H: -0.156 3.616 -3.422
H: 0.829 4.889 -4.028
C: 4.135 5.741 -4.104
Cl: 5.627 6.586 -4.512
Cl: 2.807 6.372 -5.107
Cl: 4.325 4.004 -4.480
Cl: 3.786 5.880 -2.402
F: 0.204 -4.347 -1.648
B: 4.143 7.651 1.161
F: 5.351 7.678 0.452
F: 3.321 8.700 0.746
F: 3.490 6.419 0.901
F: 4.392 7.751 2.534
C: -2.226 5.112 2.760
Cl: -0.640 5.870 2.774
Cl: -2.583 4.437 4.351
Cl: -3.453 6.306 2.334
Cl: -2.235 3.805 1.557
Cs: -2.198 2.855 -3.636